{
  "formula": "C3H9O2PS",
  "method": "the ωB97M-V functional and the def2-TZVPD basis",
  "symbols": ["C", "C", "C", "O", "O", "P", "S", "H", "H", "H", "H", "H", "H", "H", "H", "H"],
  "coordinates": [[-0.540, 1.554, 1.142], [-1.014, -0.380, -1.187], [2.009, -0.526, -0.589], [-2.507, -0.626, 0.856], [-0.311, -1.208, 1.695], [-1.111, -0.249, 0.702], [1.785, -1.584, 0.788], [0.044, 1.842, 0.232], [-1.353, 2.152, 1.358], [0.083, 1.400, 2.014], [-1.162, -1.516, -1.410], [-1.945, 0.232, -1.098], [-0.296, 0.150, -1.844], [1.941, 0.494, -0.528], [1.384, -0.858, -1.307], [2.993, -0.877, -0.825]],
  "forces_ev_per_angstrom": [[1.549, -3.562, -1.719], [-0.085, -0.675, 1.258], [0.604, -1.679, 1.411], [-1.891, 0.186, 0.863], [3.606, -0.222, -2.260], [1.308, 1.016, -0.326], [-2.700, 0.470, 2.407], [-0.451, 0.275, 0.986], [-1.678, 1.342, 0.212], [0.274, 0.294, 0.063], [-0.032, 2.325, 0.097], [0.224, -0.849, -1.372], [-0.294, -0.509, 0.612], [0.194, 2.540, 0.810], [-1.710, -0.968, -2.650], [1.081, 0.017, -0.392]],
  "e_homo_ev": -9.78,
  "gap_ev": 7.31,
  "de_lowest_ev": 3.440,
  "e_tot_ha": -1009.63211,
  "fmax_ev_per_a": 4.262
}

{
  "formula": "H18O9",
  "method": "the ωB97M-V functional and the def2-TZVPD basis",
  "symbols": ["O", "H", "H", "O", "H", "H", "O", "H", "H", "O", "H", "H", "O", "H", "H", "O", "H", "H", "O", "H", "H", "O", "H", "H", "O", "H", "H"],
  "coordinates": [[-1.888, -19.906, 9.406], [-2.796, -20.218, 9.339], [-1.888, -19.252, 10.128], [1.730, -16.907, 6.017], [1.075, -16.530, 5.419], [1.439, -16.642, 6.899], [-2.233, -17.910, 11.425], [-2.413, -16.963, 11.450], [-2.342, -18.212, 12.337], [-0.092, -18.366, 7.781], [-0.714, -18.660, 8.471], [-0.415, -18.777, 6.972], [1.225, -15.194, 9.573], [0.952, -14.456, 9.017], [1.786, -14.799, 10.252], [1.183, -17.874, 10.536], [0.272, -17.587, 10.675], [1.468, -17.383, 9.751], [2.497, -19.224, 8.386], [1.993, -19.218, 9.215], [1.823, -19.104, 7.702], [-0.169, -19.729, 12.703], [0.680, -20.184, 12.705], [0.014, -18.890, 12.270], [4.883, -18.347, 10.009], [5.373, -19.173, 9.971], [4.137, -18.481, 9.403]],
  "forces_ev_per_angstrom": [[0.118, 0.282, 0.120], [0.060, 0.089, 0.019], [-0.251, -0.360, -0.035], [-0.027, 0.154, -0.060], [0.054, -0.020, 0.052], [-0.006, -0.195, -0.055], [0.106, 0.253, 0.257], [-0.033, -0.090, -0.091], [0.095, -0.126, -0.106], [-0.299, 0.237, 0.035], [0.113, -0.304, -0.396], [-0.041, 0.056, 0.078], [-0.085, 0.237, -0.052], [0.060, -0.076, 0.028], [0.004, -0.134, -0.075], [-0.145, -0.143, 0.133], [0.069, 0.122, -0.190], [-0.093, 0.141, 0.199], [0.267, -0.095, 0.219], [-0.052, -0.123, -0.259], [0.106, 0.140, 0.261], [-0.131, 0.045, 0.132], [-0.057, 0.028, -0.039], [0.204, -0.098, -0.049], [-0.091, 0.007, -0.012], [-0.043, 0.037, -0.034], [0.098, -0.063, -0.081]],
  "e_homo_ev": -10.48,
  "gap_ev": 10.45,
  "de_lowest_ev": 1.984,
  "e_tot_ha": -687.95290,
  "smiles": "O.O.O.O.O.O.O.O.O",
  "fmax_ev_per_a": 0.512
}